# 1
{
  "formula": "C19H15N3O7SV",
  "method": "ωB97M-V/def2-TZVPD",
  "multiplicity": 2,
  "lumo_energy_ev": [-0.57, -0.49],
  "largest_force_ha_per_bohr": 0.0065,
  "charge": 0,
  "e_above_lowest_kcal_mol": 17.8,
  "s2": 0.76,
  "homo_lumo_gap_ha": [0.32936, 0.33358],
  "energy_ha": -2766.1748,
  "species": ["V", "C", "C", "C", "C", "C", "C", "C", "S", "O", "O", "N", "C", "C", "C", "C", "C", "N", "H", "H", "H", "H", "H", "H", "H", "H", "H", "H", "H", "O", "O", "C", "O", "C", "C", "C", "C", "C", "C", "N", "O", "O", "H", "H", "H", "H"],
  "positions_angstrom": [[-0.119, 2.023, -2.069], [-4.127, -2.982, 3.688], [-3.169, -2.086, 2.953], [-2.238, -2.615, 2.064], [-1.367, -1.790, 1.367], [-1.430, -0.421, 1.570], [-2.339, 0.132, 2.463], [-3.203, -0.704, 3.146], [-0.374, 0.650, 0.659], [0.622, -0.178, 0.016], [0.059, 1.732, 1.489], [-1.304, 1.327, -0.509], [-2.008, 0.504, -1.385], [-3.107, -0.316, -1.128], [-3.683, -0.967, -2.198], [-3.190, -0.795, -3.493], [-2.116, 0.042, -3.678], [-1.541, 0.655, -2.637], [-3.731, -3.992, 3.781], [-5.078, -3.046, 3.155], [-4.336, -2.600, 4.686], [-2.187, -3.687, 1.920], [-0.637, -2.194, 0.679], [-2.353, 1.202, 2.621], [-3.910, -0.283, 3.851], [-3.493, -0.414, -0.124], [-4.539, -1.609, -2.032], [-3.642, -1.294, -4.337], [-1.686, 0.233, -4.651], [-0.634, 3.424, -2.492], [2.936, 0.554, -3.763], [2.764, 1.052, -2.681], [1.625, 1.633, -2.333], [3.814, 1.062, -1.613], [4.998, 0.373, -1.859], [5.998, 0.333, -0.900], [5.826, 0.989, 0.309], [4.647, 1.678, 0.524], [3.629, 1.725, -0.408], [4.472, 2.400, 1.799], [3.530, 3.156, 1.891], [5.291, 2.196, 2.675], [5.113, -0.129, -2.810], [6.915, -0.207, -1.093], [6.584, 0.979, 1.078], [2.717, 2.257, -0.189]]
}

---

# 2
{
  "formula": "C19H15NO9P",
  "method": "ωB97M-V/def2-TZVPD",
  "multiplicity": 1,
  "lumo_energy_ev": 5.39,
  "largest_force_ha_per_bohr": 0.1344,
  "charge": -3,
  "homo_lumo_gap_ha": 0.08344,
  "energy_ha": -1805.7221,
  "species": ["C", "C", "C", "C", "O", "C", "C", "C", "C", "O", "C", "C", "C", "O", "C", "C", "C", "C", "C", "N", "C", "O", "C", "C", "O", "H", "H", "H", "H", "H", "H", "H", "H", "H", "H", "H", "H", "H", "H", "H", "O", "P", "O", "O", "O"],
  "positions_angstrom": [[-3.227, 3.260, -2.448], [-2.822, 1.709, -2.242], [-1.580, 1.270, -3.224], [-0.239, 1.867, -2.562], [0.973, 1.104, -2.813], [0.929, -0.223, -2.282], [0.656, -1.372, -3.332], [0.551, -2.881, -2.920], [0.711, -3.215, -1.389], [0.586, -4.616, -1.050], [1.011, -2.080, -0.332], [1.146, -0.533, -0.733], [1.471, 0.570, 0.345], [1.464, 1.848, 0.145], [1.909, 0.115, 1.827], [2.514, 1.207, 2.808], [2.958, 0.816, 4.274], [2.792, -0.695, 4.718], [2.236, -1.806, 3.750], [2.145, -3.234, 4.231], [3.090, -3.938, 3.632], [3.626, -4.709, 2.796], [1.778, -1.401, 2.287], [1.175, -2.412, 1.228], [0.757, -3.552, 1.653], [-3.877, 3.553, -1.544], [-2.244, 3.856, -2.507], [-3.810, 3.309, -3.448], [-2.544, 1.477, -1.139], [-3.672, 0.969, -2.497], [-1.629, 0.129, -3.275], [-1.777, 1.651, -4.307], [-0.465, 2.080, -1.461], [-0.067, 2.906, -3.057], [0.537, -1.075, -4.445], [0.332, -3.655, -3.727], [1.472, -5.008, -0.880], [2.633, 2.284, 2.453], [3.400, 1.600, 5.001], [3.101, -0.962, 5.798], [-5.093, 1.765, 2.443], [-3.600, 1.958, 2.133], [-2.990, 2.934, 3.153], [-3.432, 2.529, 0.716], [-2.883, 0.601, 2.221]]
}

---

# 3
{
  "formula": "C19H15NS4Se4Tc",
  "method": "ωB97M-V/def2-TZVPD",
  "multiplicity": 4,
  "lumo_energy_ev": [-0.25, -1.17],
  "largest_force_ha_per_bohr": 0.0146,
  "charge": 0,
  "e_above_lowest_kcal_mol": 4.0,
  "s2": 3.78,
  "homo_lumo_gap_ha": [0.25207, 0.22666],
  "energy_ha": -12067.1628,
  "species": ["Tc", "S", "C", "C", "C", "C", "C", "C", "S", "C", "C", "C", "C", "C", "C", "C", "S", "C", "C", "C", "C", "C", "C", "S", "N", "H", "H", "H", "H", "H", "H", "H", "H", "H", "H", "H", "H", "H", "H", "H", "Se", "Se", "Se", "Se"],
  "positions_angstrom": [[-0.235, -0.618, 1.101], [1.502, -1.944, 1.984], [1.951, -2.747, 0.457], [3.274, -3.105, 0.197], [3.635, -3.706, -1.002], [2.678, -4.005, -1.966], [1.352, -3.684, -1.722], [1.011, -3.038, -0.538], [-0.678, -2.619, -0.148], [-1.326, -1.674, -1.581], [-2.213, -0.538, -1.115], [-3.389, -0.223, -1.765], [-4.119, 0.878, -1.338], [-3.639, 1.656, -0.304], [-2.460, 1.284, 0.322], [-1.885, 2.083, 1.471], [-0.183, 1.618, 1.934], [0.727, 2.574, 0.737], [0.809, 3.960, 0.917], [1.514, 4.737, 0.017], [2.172, 4.109, -1.041], [2.104, 2.737, -1.203], [1.361, 1.931, -0.326], [1.278, 0.194, -0.606], [-1.807, 0.182, -0.051], [4.026, -2.872, 0.942], [4.677, -3.935, -1.192], [2.960, -4.488, -2.893], [0.584, -3.932, -2.449], [-1.885, -2.337, -2.236], [-0.453, -1.276, -2.104], [-3.721, -0.828, -2.599], [-5.060, 1.124, -1.814], [-4.170, 2.540, 0.030], [-2.487, 1.933, 2.372], [-1.882, 3.143, 1.227], [0.314, 4.420, 1.768], [1.564, 5.810, 0.143], [2.745, 4.702, -1.745], [2.634, 2.256, -2.019], [-2.020, -1.155, 2.823], [-1.429, -2.993, 4.055], [-0.314, -2.051, 5.950], [0.484, -0.105, 5.313]]
}

---

Number 3 is which compound? C19H15NS4Se4Tc

---

Among the records above, which one has the lowest charge? C19H15NO9P

---

Which formula does entry 2 have? C19H15NO9P